No. 1
H2N3O3P | wB97M-V/def2-TZVPD

Values from the calculation:
M: 123.01 g mol⁻¹
Maximum force: 1.6 eV/Å
SMILES string: N/N=N\P(=O)([O-])[O-]
Energy above the lowest of the compared OMol25 structures with the same formula, charge and spin: 0.00 kJ/mol
Charge: -2
Kohn-Sham gap: 0.2612 hartree

```
9
H2N3O3P (wB97M-V/def2-TZVPD)
N 0.391 -0.114 0.359
N 0.513 1.178 0.890
N 0.615 2.113 0.111
P 0.358 1.995 -1.674
O 1.735 1.677 -2.241
O -0.669 0.839 -1.858
O -0.202 3.362 -2.009
H 0.029 0.017 -0.619
H -0.204 -0.680 0.961
```

These are the Löwdin partial charges, in e, on atoms 1 to 4: -0.073, -0.255, -0.140, -0.007


No. 2
H2N3O4S | wB97M-V/def2-TZVPD

Values from the calculation:
M: 140.10 g mol⁻¹
Maximum force: 5.5 eV/Å
SMILES string: NN(N=O)S(=O)(=O)[O-]
Energy above the lowest of the compared OMol25 structures with the same formula, charge and spin: 0.00 kJ/mol
Charge: -1
Kohn-Sham gap: 0.3183 hartree

```
10
H2N3O4S (wB97M-V/def2-TZVPD)
N 0.246 1.604 0.254
N -0.045 0.319 0.543
N 0.485 -0.222 1.647
O 0.236 -1.404 1.942
S -0.506 -0.833 -0.846
O -1.652 -1.648 -0.564
O 0.678 -1.641 -1.040
O -0.735 0.216 -1.783
H 1.149 1.890 0.655
H 0.143 1.720 -0.809
```

These are the Löwdin partial charges, in e, on atoms 1 to 4: -0.014, -0.287, -0.132, -0.131


No. 3
H2N5O | wB97M-V/def2-TZVPD

Values from the calculation:
M: 88.05 g mol⁻¹
Maximum force: 6.3 eV/Å
Energy above the lowest of the compared OMol25 structures with the same formula, charge and spin: 54.10 kJ/mol
Charge: +1
Kohn-Sham gap: 0.3954 hartree

```
8
H2N5O (wB97M-V/def2-TZVPD)
N 2.651 -0.039 -0.776
N 1.573 -0.184 -0.558
N -1.783 1.159 2.175
N 0.376 -0.116 -0.407
N -1.019 0.709 1.536
O -0.513 -1.039 -0.899
H -1.159 -0.804 -1.565
H -0.127 0.315 0.494
```

These are the Löwdin partial charges, in e, on atoms 1 to 4: 0.411, -0.001, 0.220, -0.029